Entry 1:
Formula: C39H27Br2N8PSeTi
Source: the Open Molecules 2025 dataset
Level of theory: wB97M-V/def2-TZVPD

## Properties
Kohn-Sham gap (spin up / spin down)	4.8 / 7.1	eV
2S+1	3
energy above the lowest of the compared OMol25 structures with the same formula, charge and spin	0.000	eV
LUMO level (spin up / spin down)	-0.65 / -0.76	eV
strongest force on any atom	0.57	eV Å⁻¹
energy	-10680.80966	Ha

```
79
Properties=species:S:1:pos:R:3:forces:R:3
Br 2.9458 -7.2224 0.8249 0.01 -0.01 0.00
Br 7.3463 -0.6599 1.3077 0.01 -0.01 0.00
Se 0.8348 0.6366 2.6855 0.03 0.02 0.00
Ti 0.5952 -0.8748 0.3053 0.06 0.36 -0.43
P -0.9532 1.4644 -0.0071 0.14 -0.12 -0.01
N -3.3808 -1.8352 -1.1998 -0.13 -0.03 -0.01
N 2.7435 -1.3739 3.8112 -0.08 0.07 0.01
N -2.8582 -1.6013 -2.4177 -0.06 -0.01 -0.07
N 2.7593 -0.7552 0.5589 -0.09 0.00 0.01
N -3.1681 -2.8308 3.0398 -0.17 -0.02 -0.06
N -1.1611 -1.5274 -1.0927 0.17 0.04 0.20
N 1.3295 -2.8648 0.2716 0.06 0.08 0.13
N -1.0638 -1.7808 1.5415 -0.21 -0.09 0.51
C -3.1747 1.6966 -3.4496 0.01 0.01 -0.02
C -4.7540 1.7382 -1.6487 0.02 0.01 0.02
C -2.2947 3.3905 3.9564 0.02 -0.01 -0.01
C -1.5009 2.3511 1.4862 0.07 0.00 0.03
C 2.7464 1.4926 -3.5631 0.00 0.02 0.01
C 1.0382 4.4350 -2.0655 0.00 0.02 -0.03
C -0.9416 3.5297 1.9694 0.01 0.02 -0.01
C -2.4271 1.6746 2.2855 -0.01 0.02 0.00
C 4.8385 -1.9092 0.9192 0.04 -0.06 0.05
C -2.3232 -1.7866 -0.4302 0.02 -0.03 -0.23
C -0.9139 -2.1051 2.8270 0.01 -0.02 -0.06
C -1.3400 4.0460 3.1954 -0.01 0.00 0.01
C -2.1343 1.6334 -2.5342 -0.02 0.00 -0.02
C 0.1752 3.7990 -1.1511 0.00 0.01 0.05
C 0.5406 -3.9612 0.1045 0.06 0.03 -0.01
C -1.9646 -2.6415 3.5584 0.13 0.04 0.10
C -3.3111 -2.5281 1.7560 -0.19 0.01 -0.06
C 0.2556 2.4454 -0.9467 0.02 0.02 0.04
C 3.1558 -4.3938 0.7365 0.03 -0.06 0.03
C -2.3870 1.6224 -1.1592 0.00 -0.04 -0.04
C 1.8982 3.6915 -2.8230 -0.01 -0.01 0.00
C 1.9515 2.2824 -2.6955 -0.02 -0.02 0.00
C -2.8356 2.1955 3.5007 -0.01 0.01 0.00
C 3.4354 0.4091 0.6274 -0.01 -0.06 -0.03
C 2.7160 0.1328 -3.4606 -0.01 -0.02 0.02
C -4.4912 1.7426 -3.0108 0.00 -0.01 0.02
C 0.9649 -5.2450 0.2467 -0.04 -0.05 -0.04
C 1.9474 -0.4897 -2.4470 -0.01 0.03 -0.01
C 2.6559 -3.0934 0.5675 -0.04 0.01 -0.05
C 3.4504 -1.9100 0.6949 -0.05 0.04 -0.07
C -3.7122 1.6830 -0.7312 -0.03 -0.05 0.03
C 2.0295 -0.5599 3.3995 0.12 -0.11 -0.02
C 4.7819 0.4890 0.8465 -0.01 0.08 -0.02
C -1.5388 -1.4074 -2.3448 0.09 0.05 -0.08
C 1.1897 0.2144 -1.5349 0.04 0.00 0.06
C 1.1565 1.6382 -1.7087 0.01 -0.01 -0.06
C 2.3188 -5.4600 0.5872 0.04 0.03 0.00
C -2.2631 -2.0255 1.0029 0.00 -0.04 0.10
C 5.4850 -0.7126 1.0007 0.04 -0.03 -0.01
H -1.1123 1.6102 -2.8939 -0.03 0.01 -0.01
H -0.8975 -1.1762 -3.1802 -0.02 0.01 0.03
H 3.3051 -0.4772 -4.1364 0.00 0.02 0.01
H -0.8869 4.9583 3.5617 0.00 -0.01 0.00
H -0.5761 4.3905 -0.6421 0.02 -0.02 0.00
H -0.1624 4.0317 1.4141 -0.01 0.00 0.00
H 5.2798 1.4454 0.8964 -0.01 -0.01 0.00
H -3.9447 1.7067 0.3264 0.00 0.00 -0.08
H 0.2846 -6.0700 0.0963 0.01 0.00 0.01
H 3.3559 1.9855 -4.3119 -0.01 -0.01 0.01
H -3.5525 1.6544 4.1050 0.00 0.01 0.00
H -0.4853 -3.7658 -0.1717 -0.04 -0.01 0.02
H -5.3040 1.8009 -3.7238 0.00 0.00 0.01
H -4.2826 -2.6836 1.3025 0.02 -0.02 -0.02
H -1.8216 -2.9045 4.5990 0.01 0.00 -0.02
H -3.4633 -1.5078 -3.2181 0.03 0.00 0.06
H -5.7747 1.7917 -1.2921 0.00 0.00 0.00
H 2.8431 1.3043 0.5036 -0.01 0.02 0.01
H -2.5966 3.7931 4.9146 0.00 0.00 -0.01
H 0.0488 -1.9292 3.2824 0.03 -0.05 -0.01
H 0.9864 5.5093 -2.1909 0.00 -0.02 0.00
H -2.9523 1.7277 -4.5100 0.00 0.00 0.02
H 4.1921 -4.5467 0.9999 -0.02 0.00 -0.01
H 2.5330 4.1698 -3.5608 0.00 0.00 0.01
H 2.0200 -1.5728 -2.3633 0.01 -0.01 0.01
H -2.8094 0.7105 1.9665 0.00 -0.01 0.01
H 5.3814 -2.8345 1.0341 0.00 0.01 0.00
```
Forces are in eV/Å.

---

Entry 2:
Formula: C9H18N2O2
Source: the Open Molecules 2025 dataset
Level of theory: wB97M-V/def2-TZVPD

## Properties
Kohn-Sham gap	9.7	eV
structure (SMILES)	CCCCC[C@@H]1COCCN1N=O
2S+1	1
energy above the lowest of the compared OMol25 structures with the same formula, charge and spin	3.950	eV
LUMO level	0.50	eV
strongest force on any atom	4.36	eV Å⁻¹
energy	-613.57758	Ha

```
31
Properties=species:S:1:pos:R:3:forces:R:3
O -2.5359 -1.6860 -2.0032 1.99 -0.42 0.40
O 1.6051 -0.8778 -2.6751 -2.49 -1.53 3.07
N 0.1734 -1.4169 -0.9378 1.34 2.38 -2.32
N 1.0917 -1.7305 -1.9006 1.74 0.66 -1.42
C -1.3402 0.2749 0.1667 0.28 0.02 0.29
C -1.7151 -0.5032 -2.2277 -3.16 1.12 2.79
C -1.6633 -2.8328 -1.7161 0.30 1.70 -0.24
C -0.6785 -0.2418 -1.1174 -0.64 1.04 -0.10
C -0.6373 -2.5118 -0.6083 -1.39 -1.48 1.65
C -0.3674 0.3684 1.3775 -0.28 0.47 0.09
C 0.8631 1.2871 1.0337 0.69 1.06 0.52
C 1.6601 1.8104 2.3136 -0.72 1.46 0.17
C 2.7593 2.9233 2.0376 1.55 -3.13 2.50
H -2.5222 0.3433 -2.0693 1.75 -1.34 -0.98
H -0.9132 0.8977 2.2326 0.65 -1.02 -0.97
H -1.7387 1.2755 -0.0653 0.27 -0.19 0.02
H 3.5771 2.3965 1.5179 -0.11 0.60 -0.13
H 1.6130 0.8204 0.3580 -0.66 0.03 0.25
H 0.9421 2.3966 2.9339 0.03 -0.87 -0.14
H -0.0406 -3.3815 -0.3453 0.19 -0.17 -0.42
H -1.1136 -2.2368 0.3712 -0.04 -0.34 -0.99
H 3.2616 3.3421 3.0339 -1.50 -0.71 -2.14
H 2.0706 1.0067 2.9396 -0.18 0.06 -0.33
H 0.4889 2.2367 0.4951 0.38 -1.41 0.69
H -0.1432 0.6383 -1.4093 1.10 -0.03 -0.74
H -2.2217 -0.3209 0.3418 -0.30 -0.36 0.61
H -1.2720 -0.5196 -3.1773 0.54 0.02 -1.49
H -1.0862 -3.0922 -2.6390 -0.56 -0.12 0.59
H -2.3204 -3.5924 -1.3566 -0.36 -0.76 -0.16
H -0.1024 -0.6967 1.6682 0.05 1.43 -0.01
H 2.3059 3.6230 1.4267 -0.48 1.87 -1.06
```
Forces are in eV/Å.

---

Entry 3:
Formula: C22H19Cl2IrN2O2S3
Source: the Open Molecules 2025 dataset
Level of theory: wB97M-V/def2-TZVPD

## Properties
charge	+1
Kohn-Sham gap (spin up / spin down)	5.8 / 6.0	eV
2S+1	2
energy above the lowest of the compared OMol25 structures with the same formula, charge and spin	0.383	eV
LUMO level (spin up / spin down)	-4.89 / -4.69	eV
strongest force on any atom	0.81	eV Å⁻¹
energy	-3328.63946	Ha

```
51
Properties=species:S:1:pos:R:3:forces:R:3
Ir 0.1762 -0.5308 0.0958 0.76 -0.23 0.14
Cl -4.8457 0.8155 -0.3973 0.00 0.00 -0.06
Cl -0.1490 0.4143 2.2392 -0.13 -0.01 0.11
S -1.7478 0.4021 -0.5168 0.19 0.17 -0.10
S -1.4427 -3.1157 -1.1985 0.19 -0.12 0.07
S 0.3214 -3.0789 -3.6326 -0.06 0.04 0.08
O -0.5834 -3.3154 0.1746 -0.06 -0.03 -0.11
O -0.5688 -2.1174 0.9795 -0.31 -0.05 -0.15
N 3.7139 -2.6457 1.0255 -0.26 -0.35 -0.08
N 0.4494 -1.2578 -1.8337 0.02 -0.33 0.19
C -2.5327 0.7239 3.4706 -0.07 0.01 0.00
C -2.5713 0.5941 1.0307 0.14 -0.01 0.17
C 3.1364 -2.3470 2.3130 0.04 0.06 0.03
C 2.0324 0.3790 0.1415 -0.60 0.54 -0.05
C -4.6169 0.9221 2.2844 0.02 -0.01 -0.04
C 4.5060 1.6259 0.2235 0.00 -0.01 0.00
C 1.3747 -0.8778 -2.8174 -0.06 0.21 -0.15
C 5.1358 -2.9035 1.0323 0.10 0.16 0.01
C 3.3504 2.3912 0.3270 0.02 -0.04 0.05
C 2.1149 1.7649 0.3154 0.08 -0.03 0.01
C -3.9535 0.7717 1.0763 -0.01 0.03 0.03
C -1.9108 0.5810 2.2516 0.08 0.02 -0.09
C 2.2577 -1.5759 -4.9882 0.02 0.02 -0.02
C -3.9105 0.8944 3.4748 0.02 0.00 0.03
C 1.4317 -1.7810 -3.8847 -0.05 0.01 0.00
C 2.1110 0.3092 -2.8883 0.05 0.00 -0.01
C 3.1858 -0.3978 0.0406 -0.09 -0.13 0.00
C 4.4190 0.2487 0.1004 0.00 0.05 -0.03
C 3.0167 -0.4289 -5.0149 -0.01 -0.02 0.00
C -0.1759 -2.3660 -2.1705 -0.09 -0.05 -0.02
C 2.9251 0.5112 -3.9799 -0.01 -0.01 0.01
C 3.1401 -1.9183 -0.0757 0.17 0.21 0.05
H 3.4327 -1.3624 2.7105 0.00 0.00 -0.01
H 2.0398 1.0582 -2.1172 -0.01 -0.01 -0.04
H 5.7280 -2.1166 1.5239 -0.02 0.01 -0.02
H 3.6431 -2.2162 -1.0003 0.00 -0.06 0.03
H 5.4986 -3.0074 0.0093 -0.02 -0.04 0.00
H 1.2176 2.3643 0.4095 -0.02 -0.01 -0.02
H 3.6710 -0.2387 -5.8543 0.00 0.00 0.00
H -5.6895 1.0542 2.2803 0.00 0.00 0.00
H 2.0954 -2.2500 -0.1664 -0.05 0.00 -0.01
H 3.4396 -3.1044 3.0361 0.01 0.00 -0.01
H 3.4111 3.4663 0.4319 0.00 0.00 0.00
H 3.4981 1.4261 -4.0436 0.00 0.00 0.00
H 2.2888 -2.2909 -5.7987 0.00 0.00 0.00
H 5.4763 2.1039 0.2506 0.00 0.00 -0.01
H -4.4351 1.0024 4.4135 0.01 0.00 0.00
H 5.3250 -0.3407 0.0376 0.00 0.00 -0.02
H 5.3367 -3.8402 1.5547 0.00 0.01 0.04
H 2.0451 -2.3751 2.2433 -0.01 -0.01 0.00
H -1.9637 0.6957 4.3891 0.00 0.00 0.00
```
Forces are in eV/Å.